(1)
Density functional theory data (ωB97M-V with the def2-TZVPD basis set) for an isolated molecule of C15H19N3O3S2.

The relative energy (zero: lowest compared OMol25 entry of this formula, charge and spin) comes out at 0.000 eV. The HOMO energy comes out at -8.04 eV. Its SMILES is C=CCn1c(SCC(=O)NCCO)nc2sc(C)c(C)c2c1=O. The spin multiplicity is 1. For the orbital gap, the calculation gives 8.45 eV.

Each line ends with the natural charge from an NBO analysis.
Geometry (Å):
1 C 3.831 -2.097 -2.082  -0.35
2 C 3.258 -0.912 -2.001  -0.21
3 C 2.055 -0.524 -2.810  -0.28
4 N 0.888 -0.359 -1.953  -0.42
5 C 0.674 0.793 -1.274  0.33
6 S 1.804 2.113 -1.519  0.28
7 C 0.982 3.487 -0.654  -0.61
8 C 1.382 3.595 0.818  0.66
9 O 2.000 4.546 1.245  -0.63
10 N 0.979 2.549 1.551  -0.64
11 C 1.177 2.448 2.975  -0.24
12 C -0.144 2.101 3.656  -0.07
13 O -0.527 0.815 3.212  -0.73
14 N -0.318 0.992 -0.460  -0.58
15 C -1.178 -0.029 -0.299  0.06
16 S -2.548 0.055 0.742  0.43
17 C -2.992 -1.581 0.318  -0.17
18 C -4.200 -2.208 0.919  -0.64
19 C -2.131 -2.148 -0.572  -0.01
20 C -2.284 -3.537 -1.095  -0.65
21 C -1.078 -1.257 -0.937  -0.23
22 C 0.027 -1.479 -1.834  0.67
23 O 0.264 -2.487 -2.468  -0.61
24 H 4.687 -2.356 -1.483  0.20
25 H 3.463 -2.856 -2.752  0.20
26 H 3.622 -0.156 -1.318  0.21
27 H 1.809 -1.317 -3.520  0.26
28 H 2.232 0.417 -3.339  0.22
29 H -0.091 3.334 -0.758  0.26
30 H 1.300 4.388 -1.176  0.26
31 H 0.406 1.830 1.119  0.43
32 H 1.563 3.405 3.333  0.24
33 H 1.902 1.656 3.193  0.20
34 H -0.905 2.846 3.387  0.16
35 H -0.008 2.111 4.746  0.17
36 H -1.400 0.603 3.556  0.48
37 H -4.726 -1.498 1.551  0.22
38 H -4.877 -2.553 0.137  0.23
39 H -3.919 -3.073 1.521  0.23
40 H -1.471 -3.762 -1.778  0.26
41 H -2.274 -4.254 -0.275  0.22
42 H -3.233 -3.642 -1.621  0.22



(2)
Density functional theory data (ωB97M-V with the def2-TZVPD basis set) for a cluster of 2 separate species, C5H10N3 in total.

The relative energy (zero: lowest compared OMol25 entry of this formula, charge and spin) comes out at 5.152 eV. The HOMO energy comes out at -11.59 eV. The spin multiplicity is 1. For the orbital gap, the calculation gives 8.70 eV. The charge is +1.

Each line ends with the natural charge from an NBO analysis.
Geometry (Å):
1 C 2.615 -0.484 0.913  -0.17
2 C 3.304 -0.326 -0.174  -0.14
3 C -1.823 0.022 0.204  0.66
4 C 2.123 0.561 0.021  -0.13
5 C 0.250 0.277 -1.207  -0.36
6 N -2.961 0.601 0.584  -0.76
7 N -1.441 -1.178 0.677  -0.79
8 N -0.982 0.688 -0.535  -0.54
9 H 2.325 -1.022 1.778  0.24
10 H 4.034 -0.667 -0.958  0.27
11 H 2.168 1.540 0.102  0.18
12 H 0.163 -0.768 -1.467  0.20
13 H 0.608 1.024 -1.915  0.23
14 H -3.528 0.200 1.334  0.44
15 H -3.287 1.303 -0.040  0.42
16 H -1.901 -1.978 0.945  0.43
17 H -0.406 -1.438 0.542  0.42
18 H -1.260 1.645 -0.805  0.42



(3)
Density functional theory data (ωB97M-V with the def2-TZVPD basis set) for an isolated molecule of C2H5N5O.

The relative energy (zero: lowest compared OMol25 entry of this formula, charge and spin) comes out at 2.913 eV. The HOMO energy comes out at -8.39 eV. Its SMILES is [H]/N=c1/[nH]c(O)nn1N. The spin multiplicity is 1. For the orbital gap, the calculation gives 8.99 eV.

Each line ends with the natural charge from an NBO analysis.
Geometry (Å):
1 H -2.485 1.358 -0.357  0.37
2 N -1.490 1.529 -0.257  -0.78
3 C -0.625 0.709 0.036  0.54
4 N 0.745 1.125 0.259  -0.64
5 C 1.630 -0.014 -0.202  0.61
6 O 3.057 0.019 -0.119  -0.66
7 N 0.872 -1.057 -0.146  -0.32
8 N -0.431 -0.597 -0.107  -0.13
9 N -1.533 -1.434 0.089  -0.62
10 H 1.154 2.090 0.318  0.43
11 H 3.175 -0.912 0.256  0.50
12 H -1.879 -1.244 0.898  0.35
13 H -2.189 -1.575 -0.668  0.37



(4)
Density functional theory data (ωB97M-V with the def2-TZVPD basis set) for a structure of composition C4H15NO3.

The relative energy (zero: lowest compared OMol25 entry of this formula, charge and spin) comes out at 4.656 eV. The HOMO energy comes out at -9.25 eV. The spin multiplicity is 1. For the orbital gap, the calculation gives 9.86 eV.

Each line ends with the natural charge from an NBO analysis.
Geometry (Å):
1 C -0.866 1.453 1.154  -0.66
2 C 0.397 1.638 0.272  -0.08
3 C 0.429 0.791 -1.029  -0.07
4 O 0.242 -0.597 -0.781  -0.54
5 C 1.421 -1.313 -0.430  -0.27
6 N 0.473 3.028 -0.058  -0.79
7 H -1.820 1.266 0.659  0.23
8 H -0.980 2.165 1.971  0.22
9 H -0.777 0.467 1.610  0.21
10 H 1.320 1.454 0.822  0.19
11 H 1.289 0.999 -1.666  0.20
12 H -0.373 1.110 -1.695  0.19
13 H 1.730 -1.099 0.594  0.17
14 H 2.246 -0.914 -1.021  0.19
15 H 1.448 -2.392 -0.580  0.24
16 H -0.433 3.224 -0.459  0.34
17 H 0.379 3.379 0.884  0.35
18 O -0.947 -1.774 0.318  -0.89
19 H -0.828 -1.067 -0.317  0.49
20 H -0.402 -1.522 1.063  0.46
21 O -1.112 -3.559 -0.745  -1.02
22 H -0.924 -2.801 -0.192  0.43
23 H -1.909 -3.936 -0.374  0.44



(5)
Density functional theory data (ωB97M-V with the def2-TZVPD basis set) for an isolated molecule of C7H8N2O.

The relative energy (zero: lowest compared OMol25 entry of this formula, charge and spin) comes out at 3.291 eV. The HOMO energy comes out at -9.18 eV. Its SMILES is CC(=O)Nc1ccccn1. The spin multiplicity is 1. For the orbital gap, the calculation gives 9.90 eV.

Each line ends with the natural charge from an NBO analysis.
Geometry (Å):
1 C -3.383 0.345 0.229  -0.72
2 C -2.090 -0.394 -0.166  0.68
3 O -2.067 -1.532 -0.468  -0.55
4 N -1.003 0.386 0.028  -0.58
5 C 0.359 0.064 0.029  0.34
6 C 1.280 1.091 -0.185  -0.30
7 C 2.707 0.721 -0.146  -0.14
8 C 2.966 -0.611 -0.003  -0.30
9 C 2.022 -1.461 0.076  0.04
10 N 0.715 -1.211 0.163  -0.40
11 H -4.196 -0.467 -0.125  0.24
12 H -3.426 1.395 -0.393  0.22
13 H -3.529 0.235 1.218  0.23
14 H -1.161 1.186 0.050  0.35
15 H 0.870 2.171 -0.287  0.22
16 H 3.609 1.573 -0.389  0.24
17 H 4.122 -0.891 0.135  0.23
18 H 2.204 -2.599 0.235  0.20



(6)
Density functional theory data (ωB97M-V with the def2-TZVPD basis set) for a structure of composition C12H23N5O6SSr.

The relative energy (zero: lowest compared OMol25 entry of this formula, charge and spin) comes out at 1.570 eV. The HOMO energy (spin up / spin down) comes out at -6.97 / -6.97 eV. The spin multiplicity is 1. For the orbital gap (spin up / spin down), the calculation gives 5.76 / 5.40 eV.

Each line ends with the Löwdin charge.
Geometry (Å):
1 O 0.844 1.764 -2.192  -0.16
2 H 1.951 1.342 -2.445  -0.02
3 Sr -0.972 1.343 0.169  1.55
4 N 1.129 1.999 1.454  -0.20
5 N 1.999 -0.163 0.633  -0.06
6 N -2.759 0.013 -1.288  -0.15
7 N -0.775 -1.319 -0.388  -0.07
8 O 0.564 3.157 1.487  -0.18
9 O -3.834 0.706 -1.539  -0.21
10 O -0.029 -2.082 0.473  -0.20
11 O 2.357 -1.310 0.164  -0.09
12 C 2.978 0.665 1.073  -0.26
13 C 2.481 1.901 1.566  -0.26
14 C -2.777 -1.294 -1.608  -0.30
15 C -1.671 -2.047 -1.073  -0.26
16 C 3.361 2.978 2.074  -0.02
17 H 4.081 3.294 1.305  0.09
18 H 3.943 2.628 2.938  0.09
19 H 2.762 3.841 2.375  0.08
20 C 4.429 0.347 1.034  -0.02
21 H 4.974 1.079 0.420  0.09
22 H 4.589 -0.653 0.622  0.07
23 H 4.863 0.390 2.043  0.09
24 C -3.878 -1.957 -2.354  -0.04
25 C -1.633 -3.532 -1.208  -0.02
26 H -4.609 -1.213 -2.679  0.07
27 H -4.385 -2.704 -1.724  0.08
28 H -3.487 -2.490 -3.232  0.08
29 H -0.733 -3.922 -0.722  0.08
30 H -1.630 -3.826 -2.268  0.09
31 H -2.518 -3.991 -0.742  0.09
32 H -3.413 1.926 -0.713  0.01
33 H 0.961 -1.843 0.272  0.04
34 C 2.367 1.377 -3.552  0.00
35 H 2.461 2.427 -3.832  0.05
36 H 1.623 0.940 -4.218  0.06
37 H 3.325 0.870 -3.669  0.05
38 O -2.824 2.532 -0.099  -0.33
39 H 0.939 2.734 -2.159  0.06
40 H -3.308 3.350 0.090  0.07
41 S -0.566 -2.117 3.513  1.01
42 C -2.268 -1.872 3.650  -0.40
43 C -2.658 -0.787 2.874  -0.22
44 N -1.632 -0.221 2.142  -0.12
45 C -0.497 -0.884 2.293  -0.52
46 H -2.915 -2.455 4.291  0.06
47 H -3.672 -0.397 2.813  0.11
48 H 0.464 -0.524 1.934  0.04